(1)
Molecular formula: C21H36N2O5
Method: DFT, wB97M-V/def2-TZVPD

Values from the calculation:
Energy relative to the best compared isomer or geometry (same formula, charge and spin)   8.9 kcal/mol
E_LUMO   0.494 eV
E_tot   -1307.48510 hartree
HOMO energy   -0.34466 hartree

Structure (ORCA input):
```
! wB97M-V def2-TZVPD RIJCOSX def2/J DEFGRID3
* xyz 0 1
O -2.391 2.259 0.332
O -2.307 0.463 -1.942
O 2.569 1.760 0.242
O 3.131 2.169 3.673
O 3.135 -1.962 -3.239
N 1.255 1.461 2.616
N -1.292 0.650 1.467
C -0.754 0.485 3.759
C 3.233 0.505 0.258
C -1.314 -0.841 3.176
C -1.731 1.239 0.315
C 3.256 -1.762 -0.819
C 2.761 -2.563 -2.014
C -4.090 -0.492 -3.070
C -2.401 -1.980 -1.995
C -0.306 1.622 -1.649
C -1.261 0.624 -1.013
C 2.601 -0.655 -3.367
C 2.466 2.061 2.659
C -1.795 1.090 2.783
C 0.737 0.783 3.785
C -0.889 -0.749 1.704
C -2.686 -0.116 3.157
C 3.086 0.260 -2.255
C -3.180 -0.673 -1.864
C 2.954 2.589 1.313
C 2.726 -0.333 -0.895
C -4.007 -0.648 -0.582
H -4.625 0.454 -2.992
H -4.815 -1.305 -3.128
H 4.040 2.695 1.380
H 0.982 1.401 4.648
H -1.427 -1.453 1.069
H -1.784 -2.187 -1.119
H -3.096 -2.813 -2.107
H -3.127 -0.034 4.147
H 1.664 -2.652 -1.970
H 2.910 -0.294 -4.346
H 1.271 -0.164 3.937
H 1.501 -0.709 -3.353
H 0.543 1.832 -0.998
H 3.181 -3.567 -2.023
H -3.428 -0.423 2.422
H 4.174 0.358 -2.326
H -1.758 -1.947 -2.875
H -3.394 -0.883 0.290
H -2.124 2.120 2.788
H -1.164 -1.799 3.668
H 2.937 -2.249 0.107
H -1.139 0.601 4.772
H 0.187 -0.894 1.560
H -4.449 0.339 -0.440
H 0.057 1.221 -2.595
H 4.350 -1.752 -0.829
H 4.317 0.661 0.177
H -0.741 -0.323 -0.830
H -0.853 2.545 -1.836
H 1.631 -0.373 -0.818
H -4.803 -1.391 -0.633
H 0.766 1.407 1.735
H 3.042 -0.010 1.208
H -3.499 -0.480 -3.986
H 2.512 3.568 1.128
H 2.654 1.255 -2.370
*
```

natural (NBO) atomic charge list, values in e, 5 entries: -0.614, -0.536, -0.546, -0.622, -0.528

---

(2)
Molecular formula: C21H36N6O3RhS
Method: DFT, wB97M-V/def2-TZVPD

Values from the calculation:
E_LUMO (spin up / spin down)   -12.297 / -12.165 eV
E_tot   -1883.73685 hartree
HOMO energy (spin up / spin down)   -0.61399 / -0.61453 hartree

Structure (ORCA input):
```
! wB97M-V def2-TZVPD RIJCOSX def2/J DEFGRID3
* xyz 3 1
Rh 0.097 0.020 -0.906
S 0.544 2.170 -1.450
O -2.610 7.107 1.993
O -1.876 0.126 -1.909
O -3.898 5.304 2.133
N 3.865 -2.008 -0.495
N -1.912 -3.968 1.461
N 4.219 0.126 0.571
N 2.142 -0.264 -0.630
N -0.782 -2.034 0.235
N 4.268 -0.053 -1.831
C -0.518 4.523 -0.891
C -2.880 5.826 1.786
C 4.843 0.624 -0.662
C -1.034 2.747 0.721
C -2.931 -2.905 1.170
C -0.824 -3.402 2.324
C 4.495 -1.495 -1.720
C 2.459 -1.745 -0.535
C -0.419 3.165 -0.482
C -1.272 5.408 -0.153
C -2.958 1.140 -2.003
C 2.867 0.221 -1.891
C -0.511 -3.324 -0.453
C 4.444 -1.318 0.667
C -2.255 -1.847 0.271
C -1.898 4.969 1.016
C -1.759 3.639 1.458
C -0.320 -2.112 1.645
C 2.817 0.407 0.551
C -1.323 -4.477 0.177
C -3.873 1.084 -0.813
H 0.553 -3.540 -0.400
H -2.253 3.347 2.375
H -2.474 -0.851 0.649
H -2.488 2.116 -2.119
H 0.763 -2.084 1.693
H -3.342 1.236 0.127
H -0.023 4.843 -1.800
H -1.702 7.362 1.789
H -2.144 -4.811 -0.454
H 2.008 -2.234 -1.402
H 2.411 -0.287 -2.746
H -0.698 -5.335 0.414
H -0.782 -3.218 -1.502
H -4.601 1.891 -0.902
H 2.720 1.296 -1.976
H -1.234 -3.212 3.314
H -2.363 -4.742 1.952
H -1.392 6.429 -0.492
H 3.990 -1.699 1.584
H 5.513 -1.516 0.705
H -2.628 -1.900 -0.748
H 2.338 0.039 1.463
H -0.694 -1.231 2.167
H 4.684 1.700 -0.746
H 4.076 -2.002 -2.590
H -0.049 -4.161 2.410
H 2.650 1.483 0.467
H 2.011 -2.115 0.383
H -4.429 0.147 -0.783
H -0.897 1.725 1.057
H -3.505 0.906 -2.915
H -1.659 -0.103 -2.823
H 5.914 0.434 -0.627
H -3.780 -3.376 0.680
H 5.564 -1.693 -1.686
H -3.262 -2.501 2.125
*
```

natural (NBO) atomic charge list, values in e, 5 entries: 0.631, 0.448, -0.611, -0.770, -0.478

---

(3)
Molecular formula: C21H36P2PtSe
Method: DFT, wB97M-V/def2-TZVPD

Values from the calculation:
Energy relative to the best compared isomer or geometry (same formula, charge and spin)   0.0 kcal/mol
E_LUMO (spin up / spin down)   -4.985 / -9.244 eV
E_tot   -4024.43884 hartree
HOMO energy (spin up / spin down)   -0.39535 / -0.51234 hartree

Structure (ORCA input):
```
! wB97M-V def2-TZVPD RIJCOSX def2/J DEFGRID3
* xyz 2 5
Pt -0.050 0.021 -0.047
Se -1.408 -1.960 -0.530
P 1.329 6.333 -1.056
P -0.780 5.666 -3.189
C 3.148 6.603 -0.910
C -0.805 -3.399 0.501
C 0.842 7.486 0.307
C 0.932 -0.839 1.530
C -1.563 2.662 -0.308
C -2.549 6.028 -3.566
C -0.286 7.474 -3.054
C 0.652 1.932 0.749
C -0.223 5.494 -4.944
C -1.473 1.398 -1.117
C 0.253 -4.214 0.047
C 0.087 -5.550 2.065
C -1.452 -3.708 1.717
C 1.682 1.374 -0.064
C -0.998 -4.769 2.498
C -0.224 3.091 0.344
C 1.094 7.612 -2.412
C 1.986 1.787 -1.477
C -0.420 1.034 -1.990
C 0.731 1.932 -2.377
C 0.699 -5.275 0.833
H -1.978 3.484 -0.912
H 2.624 1.003 -1.917
H 1.360 8.446 0.180
H 3.368 7.676 -0.823
H 1.128 7.042 1.267
H 1.025 1.662 -3.403
H 0.760 1.789 1.832
H 0.452 -6.367 2.688
H 2.585 2.711 -1.499
H 3.643 6.193 -1.799
H 0.329 3.776 -0.318
H 3.509 6.075 -0.019
H 1.495 -0.101 2.110
H -0.298 7.921 -4.061
H -3.042 5.097 -3.870
H -1.485 -4.977 3.453
H 1.229 8.617 -1.981
H 0.207 -1.363 2.165
H -2.622 6.769 -4.374
H 1.890 7.461 -3.158
H 0.707 -3.985 -0.918
H 1.539 -5.883 0.487
H -2.297 -3.092 2.026
H -2.295 2.488 0.499
H -3.038 6.417 -2.663
H 0.400 2.981 -2.419
H 1.620 -1.579 1.098
H -0.589 6.346 -5.531
H 0.872 5.458 -4.991
H -0.461 3.664 1.252
H 2.505 0.883 0.469
H -1.050 7.990 -2.452
H -0.631 4.563 -5.355
H -0.241 7.650 0.295
H -2.432 0.894 -1.278
H -0.655 0.256 -2.729
*
```

natural (NBO) atomic charge list, values in e, 5 entries: 0.830, 0.599, 1.045, 1.032, -0.935

---

(4)
Molecular formula: C21H36P2Ru
Method: DFT, wB97M-V/def2-TZVPD

Values from the calculation:
Energy relative to the best compared isomer or geometry (same formula, charge and spin)   46.8 kcal/mol
E_LUMO (spin up / spin down)   -6.199 / -7.886 eV
E_tot   -1598.46537 hartree
HOMO energy (spin up / spin down)   -0.39795 / -0.52598 hartree

Structure (ORCA input):
```
! wB97M-V def2-TZVPD RIJCOSX def2/J DEFGRID3
* xyz 2 5
Ru -0.494 0.153 -1.382
P 0.240 -2.008 -1.905
P -0.293 2.536 -1.694
C -0.341 2.371 2.777
C -0.940 -3.302 -2.357
C 1.548 -0.604 -6.670
C -0.661 -1.371 -5.750
C 0.685 -1.434 -5.781
C -1.507 2.031 2.080
C 0.960 2.097 0.760
C -1.488 1.818 0.711
C -1.908 3.121 -2.101
C 0.890 2.373 2.106
C 0.168 -1.799 -0.079
C -0.920 1.560 -5.550
C -0.244 1.821 0.022
C 1.096 0.864 -6.919
C -1.885 0.817 -6.409
C -1.489 -0.640 -6.765
C 1.939 -2.521 -2.267
C 0.142 -0.258 -3.180
C 0.552 1.221 -2.754
C 0.412 1.554 -5.785
C 0.974 3.807 -1.732
H -0.385 2.598 3.845
H 2.635 -1.723 -1.970
H -2.042 1.367 -7.352
H -0.890 -4.036 -1.536
H 0.757 4.459 -2.588
H 0.242 -2.844 0.260
H -2.866 0.800 -5.913
H -0.776 -0.279 -3.783
H -0.985 -0.653 -7.745
H -1.929 3.435 -3.154
H 1.213 -2.244 -5.265
H 2.159 -3.422 -1.675
H 1.655 -1.095 -7.650
H 0.491 0.916 -7.836
H 1.901 2.063 0.206
H -0.810 -1.388 0.249
H -1.956 -2.891 -2.416
H 0.992 -1.220 0.359
H -2.096 3.989 -1.451
H 1.800 2.589 2.674
H 2.052 -2.738 -3.338
H 1.074 2.250 -5.252
H 1.013 -0.640 -3.725
H 2.015 1.438 -7.137
H -1.230 -2.014 -5.067
H 1.639 1.251 -2.611
H -2.427 -1.205 -6.895
H 0.274 1.776 -3.648
H -2.379 1.583 0.129
H -0.674 -3.791 -3.312
H -2.451 1.924 2.611
H -1.368 2.298 -4.880
H -2.673 2.355 -1.910
H 0.902 4.370 -0.793
H 1.983 3.381 -1.817
H 2.564 -0.571 -6.249
*
```

natural (NBO) atomic charge list, values in e, 5 entries: 0.292, 1.331, 1.547, -0.130, -0.961